A cluster of 7 separate species, C48H92N8O2P in total in a non-equilibrium geometry. Source: OMol25; level of theory: ωB97M-V/def2-TZVPD.

Output
HOMO level: -11.5 eV
lowest unoccupied orbital energy: -2.919 eV
DFT total energy: -2813.7028 Ha
total charge: +1
Kohn-Sham gap: 8.61 eV

Geometry (Å):
C: 3.061 -5.474 7.211
C: 8.388 -0.892 1.332
H: -10.856 0.883 0.234
C: 4.884 5.082 0.774
H: -8.931 7.936 -1.993
H: -2.461 -0.291 1.362
H: -7.229 0.775 -3.030
H: -1.237 2.735 -0.819
H: 3.646 1.620 -1.308
H: -3.238 -3.794 -2.894
H: 0.061 1.770 -4.899
H: -8.798 2.021 -1.736
H: -5.215 -2.209 -2.375
C: 1.599 1.946 -0.904
H: 4.376 6.532 3.116
H: 0.914 2.154 -0.091
H: 2.329 -4.724 6.907
C: 6.785 -3.395 1.647
H: 3.570 -5.107 8.103
H: 5.285 -2.111 2.358
H: 2.302 -7.582 5.470
H: 1.219 -0.099 -3.443
C: 5.369 6.476 1.185
H: -1.311 2.566 -4.274
H: -1.274 0.334 2.488
H: 2.308 -6.343 0.809
H: -9.461 6.967 0.240
H: -10.376 8.947 -1.918
H: 6.377 6.642 0.800
H: -3.492 -3.400 -4.589
H: -8.231 -1.932 -2.134
H: -5.975 -0.277 -2.393
C: 1.624 -7.368 6.298
H: -4.988 -1.186 -5.015
H: -0.809 0.953 0.181
C: -3.583 -2.996 -3.567
H: 4.587 -4.291 0.791
N: -11.359 6.041 -2.597
C: 12.689 -3.339 1.196
O: 1.051 5.043 -1.401
C: -5.082 -2.670 -3.362
H: 11.673 -3.647 0.938
C: 5.762 4.041 1.339
C: 0.571 0.243 -2.613
C: 3.565 -4.601 0.571
C: 2.873 2.004 -0.635
H: 8.698 -0.015 0.765
H: 3.391 -7.217 2.865
C: 12.900 -3.527 2.694
N: 4.822 -5.762 5.300
H: 2.107 1.540 -2.754
N: 6.438 3.234 1.777
H: 13.943 -1.583 0.962
N: 11.254 -0.281 1.939
C: -9.922 7.909 -0.067
H: 4.552 -5.889 2.842
H: -11.244 7.971 1.642
H: -9.439 3.146 0.577
H: -10.159 -0.715 -1.616
H: 4.722 7.226 0.725
C: 11.985 -0.983 1.417
H: 6.524 -0.010 1.929
H: 3.112 -7.541 7.834
C: -10.573 1.629 -0.524
H: 12.752 -4.572 2.971
H: 3.232 2.381 0.322
C: -9.324 -0.092 -1.971
H: -5.958 -2.609 -5.316
C: -0.405 -1.128 -0.559
H: -1.077 5.906 -2.595
H: -2.321 -1.521 -4.504
C: -7.007 -1.108 -4.184
H: -3.518 -0.787 -1.818
C: -0.773 0.466 -3.416
C: 3.541 -6.181 2.561
H: 3.865 4.911 1.128
H: -9.296 8.714 0.325
C: -9.198 1.205 -1.116
H: -11.329 1.630 -1.320
H: -7.184 -0.388 -5.002
C: -1.426 -0.423 1.706
H: -11.225 3.171 0.844
C: 4.053 -5.635 6.132
C: -11.310 8.009 0.555
H: 1.125 -8.302 6.559
C: 0.498 2.715 -2.990
H: 12.193 -2.934 3.277
H: -11.951 7.184 0.239
C: 2.116 -1.214 -1.110
H: 0.864 -6.665 5.948
H: -0.753 -0.072 -4.362
H: -1.652 -2.115 -3.003
C: -0.483 -0.041 0.522
C: -0.460 1.964 -3.941
H: -5.606 -3.640 -3.325
H: -4.029 -0.113 -3.370
C: 2.372 -6.810 7.504
C: 6.374 -2.128 2.282
C: -5.702 -1.876 -4.533
H: -11.797 8.947 0.278
C: 6.869 -0.934 1.458
H: 0.519 0.072 0.974
C: -3.166 -0.504 -2.826
C: 3.325 -6.032 1.059
H: 13.912 -3.239 2.987
H: 6.784 -2.092 3.292
C: 5.374 6.679 2.696
H: 8.862 -0.845 2.311
C: -7.984 -0.899 -1.849
H: -10.507 3.792 -0.697
N: 1.915 -2.955 1.756
H: 8.770 -1.770 0.807
H: 2.827 -1.148 -1.949
H: -1.208 -1.431 2.072
C: -6.966 -0.280 -2.869
H: -0.173 -2.067 -0.025
O: -0.883 5.079 -3.072
C: -2.595 -1.785 -3.466
H: 1.112 4.895 -0.446
N: 1.211 1.567 -2.270
C: -10.744 6.896 -2.162
H: 6.059 5.990 3.192
C: -9.945 7.998 -1.596
H: -2.626 1.566 -2.969
H: 1.314 3.128 -3.606
H: 1.669 -6.672 8.328
C: -2.100 0.662 -2.639
H: 5.697 7.691 2.942
H: 0.517 -1.838 -2.321
H: -1.418 -1.290 -0.958
P: -0.153 4.125 -1.983
C: 12.922 -1.896 0.737
N: 7.097 -4.373 1.151
H: 13.370 -3.997 0.654
H: 4.004 -6.704 0.531
H: -8.535 1.006 -0.263
C: 0.674 -0.977 -1.648
H: 6.427 -0.968 0.457
H: 12.773 -1.813 -0.340
H: -7.861 -1.799 -4.228
H: 4.885 4.988 -0.314
H: -1.971 0.768 -1.556
H: -7.634 -0.871 -0.810
H: -9.529 0.141 -3.027
C: -10.425 3.044 0.104
H: 3.416 -4.540 -0.509
H: 2.837 -5.571 3.131
H: 2.368 -0.574 -0.263
N: -1.130 3.749 -0.824
C: 2.634 -3.669 1.232
H: 2.139 -2.271 -0.777